ORCA calculation (ωB97M-V with the def2-TZVPD basis set) on a structure of composition C19H31BN8O6Ru.

```
66
Properties=species:S:1:pos:R:3:forces:R:3
Ru 2.0572 0.0090 0.0429 2.940 -0.240 -0.531
N 2.4888 0.7969 2.6136 0.641 -0.094 0.255
N 3.8982 0.8788 2.8846 -2.123 0.613 2.587
C 4.7178 0.4911 1.9164 -0.504 -0.943 -4.363
N 6.0078 0.1877 2.1760 0.167 0.385 0.794
N 4.0999 0.3502 0.6987 2.783 0.426 1.689
N 4.8883 0.1674 -0.4333 -1.001 -0.346 1.088
O 6.1085 0.4094 -0.5185 0.716 0.284 0.320
O 4.1291 -0.2101 -1.4013 -1.138 -0.160 -0.683
H 2.0276 1.6611 2.8956 0.198 -0.386 0.136
H 2.0682 -0.0195 3.0628 0.156 0.444 0.054
H 4.1882 0.7630 3.8614 -0.243 -0.025 -0.653
H 6.3850 0.5576 3.0480 -0.085 -0.167 -0.419
H 6.6413 0.2054 1.3780 -0.262 0.001 -0.240
C 2.2486 3.5222 -4.3183 0.021 -0.235 -0.028
O 1.9322 2.1635 -3.9049 0.188 0.771 1.328
C 1.9081 1.8590 -2.5799 -0.884 -3.593 -1.309
O 1.6098 0.6726 -2.2755 0.699 2.746 -0.499
N 2.1959 2.8101 -1.6850 0.180 0.570 1.331
N 2.1455 2.4338 -0.2956 -0.145 0.001 -0.587
H 2.2511 3.5140 -5.4052 0.001 -0.165 0.089
H 3.2372 3.8464 -3.9776 -0.056 -0.247 0.030
H 1.4916 4.2395 -3.9965 -0.119 -0.152 0.129
H 2.3742 3.7777 -1.9652 -0.117 -0.653 0.462
H 1.3320 2.8635 0.1523 0.179 -0.045 -0.312
H 2.9985 2.7316 0.1859 -0.175 -0.146 -0.373
C -6.7298 -0.6233 -0.7564 0.178 -0.159 0.091
C -6.0449 -0.0048 0.4741 -0.462 0.091 0.263
C -6.7329 1.3301 0.8350 0.217 0.013 0.027
C -6.2065 -0.9627 1.6698 -0.027 0.024 -0.356
C -4.5910 0.2811 0.1422 0.921 -0.534 0.473
C -4.2960 1.1605 -0.9030 0.844 -0.166 0.248
C -2.9677 1.5011 -1.2588 -1.375 -0.141 0.255
C -1.9927 0.9075 -0.5109 1.513 -0.020 0.123
O -0.6097 1.0754 -0.6451 0.661 -1.517 1.688
B 0.0597 0.1318 0.3261 -6.136 0.820 -0.797
O -1.0687 -0.4895 1.0707 1.739 1.305 -1.583
C -2.2735 0.0099 0.5016 1.922 -0.457 0.485
C -3.5293 -0.3420 0.8745 -1.510 0.746 -0.591
H -7.7662 -0.8618 -0.5578 -0.310 -0.014 0.201
H -6.2372 -1.5473 -1.0555 0.101 -0.093 0.044
H -6.7165 0.0331 -1.6171 0.062 0.260 -0.148
H -7.7717 1.1766 1.1116 -0.188 -0.102 -0.061
H -6.6944 2.0342 0.0058 -0.107 -0.006 -0.086
H -6.2448 1.8230 1.6789 0.085 -0.138 0.031
H -7.2673 -1.1148 1.8830 0.072 0.010 -0.086
H -5.7508 -0.5647 2.5716 0.084 0.132 0.143
H -5.7598 -1.9390 1.4681 -0.058 -0.002 -0.030
H -5.1347 1.5824 -1.4307 0.081 0.203 -0.247
H -2.7674 2.1927 -2.0624 0.125 0.005 -0.025
H -3.7301 -1.0090 1.6980 0.124 -0.077 -0.056
C 3.4285 -2.6630 2.3675 0.380 -0.041 0.199
C 2.7597 -3.0725 1.1312 -1.068 1.064 -1.326
C 2.5523 -4.4052 0.6652 -0.300 -0.013 -0.715
C 1.8834 -4.3334 -0.5374 0.397 -0.099 0.716
C 1.6740 -2.9476 -0.7981 0.265 1.572 0.465
C 1.0309 -2.3002 -1.9694 -0.149 -0.829 -0.073
N 2.1914 -2.1656 0.2201 -0.200 -0.902 0.104
H 3.8710 -3.5288 2.8508 -0.058 -0.056 0.138
H 2.7327 -2.1931 3.0629 -0.105 0.017 0.050
H 4.2371 -1.9639 2.1603 0.012 0.118 -0.084
H 2.8719 -5.3024 1.1682 0.078 0.029 0.086
H 1.5710 -5.1527 -1.1711 0.039 0.160 0.060
H 0.6069 -3.0872 -2.5985 -0.028 0.222 -0.052
H 1.7550 -1.7285 -2.5588 -0.005 0.009 0.169
H 0.2273 -1.6184 -1.6657 0.169 -0.078 -0.039
```
Forces are in eV/Å.

Output
E_LUMO (alpha / beta): -3.2 / -4.8 eV
Multiplicity: 6
Energy relative to the best compared isomer or geometry (same formula, charge and spin): 26.60 kcal per mole
<S²>: 8.7907
Total charge: +1
M: 579.39 u
Kohn-Sham gap (alpha / beta): 4.75 / 5.99 eV

Here are the Löwdin charges for atoms 1 to 8, given in e:
1. Ru 1.373
2. N 0.028
3. N -0.015
4. C -0.462
5. N 0.179
6. N -0.035
7. N -0.504
8. O -0.057

ORCA calculation (ωB97M-V with the def2-TZVPD basis set) on a cluster of 5 separate species, C4H18NO5 in total.

```
28
Properties=species:S:1:pos:R:3:forces:R:3
O -1.5805 -2.2495 -0.5621 -1.227 -1.650 -1.588
C -1.8044 -1.1900 -0.0784 1.439 -0.311 2.116
C -0.6458 -0.2990 0.1679 1.382 1.399 0.764
N 0.5788 -0.7172 -0.7354 -4.529 -2.124 0.987
C 1.1666 -2.0431 -0.3298 -0.854 -1.188 -1.976
C 1.7438 -2.0029 1.0490 2.357 1.452 0.244
H -2.6812 -0.9143 0.5012 -0.743 0.007 -0.487
H -1.0165 0.7179 -0.0178 0.959 -0.084 -0.295
H -0.3377 -0.2607 1.3093 -0.629 -0.332 -2.508
H 1.2901 -0.0985 -0.5596 1.812 2.698 -0.089
H 0.2334 -0.7111 -1.7546 0.750 0.479 1.430
H 1.9513 -2.1069 -1.0935 0.081 -0.604 0.334
H 0.3793 -2.8345 -0.5840 1.457 1.167 0.835
H 1.6622 -2.8589 1.6720 -0.042 -1.028 0.025
H 1.4026 -1.2041 1.6626 -1.198 0.691 0.419
H 2.8219 -1.6383 1.0475 -0.882 -1.105 -0.374
H -3.6413 1.4124 0.9329 2.691 -1.214 1.229
H -2.9863 1.3108 2.3759 0.666 -0.991 -2.824
O -2.7761 1.0271 1.3910 -3.682 2.567 1.934
H 0.8270 2.7379 -0.3741 0.585 -1.564 -0.814
H 1.8329 2.4467 -1.5160 0.321 0.155 -0.179
O 1.2019 1.9996 -0.9510 -0.791 1.511 0.911
H 0.8296 2.5575 2.1825 0.827 0.220 0.224
H -0.6565 2.3602 2.2617 1.343 -0.294 -1.667
O 0.1246 2.2406 1.6266 -2.043 0.267 1.524
H 0.4483 0.4899 -3.8087 -1.293 -0.371 0.917
H -0.1282 1.3552 -2.7339 -0.140 0.580 0.638
O -0.2398 0.4729 -3.0812 1.385 -0.335 -1.727
```
Forces are in eV/Å.

Output
E_LUMO: -2.9 eV
Energy relative to the best compared isomer or geometry (same formula, charge and spin): 56.23 kcal per mole
Total charge: +1
M: 160.19 u
Kohn-Sham gap: 10.35 eV

Here are the Löwdin charges for atoms 1 to 8, given in e:
1. O 0.081
2. C -0.234
3. C -0.100
4. N 0.057
5. C -0.179
6. C -0.062
7. H 0.113
8. H 0.093

ORCA calculation (ωB97M-V with the def2-TZVPD basis set) on the ion C6H6N3 with charge +1.

```
15
Properties=species:S:1:pos:R:3:forces:R:3
C -0.3796 0.4277 2.4140 -1.327 -0.417 -3.938
C -0.2330 0.2090 0.8995 2.113 -1.265 -1.048
C 0.5645 -0.9182 0.4730 -2.189 2.519 -2.931
N 0.8139 -1.2933 -0.7840 -0.822 1.152 2.893
C 1.1189 -1.5996 -1.8806 2.117 -0.043 -9.394
N 1.3918 -1.5576 -3.1800 -1.931 0.097 6.899
C -0.5903 1.0758 -0.1206 -0.590 -0.931 -0.286
C -1.2401 2.0495 -0.8244 -1.645 2.490 1.141
N -0.7268 1.1483 -1.5418 1.070 -1.281 0.113
H -1.3686 0.1993 2.6503 -1.687 -0.806 0.680
H -0.3339 1.4378 2.5496 0.996 2.609 1.124
H 0.2728 -0.2213 2.8577 1.767 -1.015 1.731
H 0.9603 -1.5693 1.1330 1.095 -1.968 2.626
H 1.6416 -2.3436 -3.7679 0.244 -0.276 0.519
H -1.8914 2.9555 -0.8778 0.789 -0.864 -0.130
```
Forces are in eV/Å.

Output
E_LUMO: -5.9 eV
Energy relative to the best compared isomer or geometry (same formula, charge and spin): 99.36 kcal per mole
Total charge: +1
SMILES: CC(/C=N/C#[NH+])=C1C=N\1
M: 120.13 u
Kohn-Sham gap: 7.73 eV

Here are the Löwdin charges for atoms 1 to 8, given in e:
1. C 0.019
2. C -0.140
3. C 0.070
4. N 0.164
5. C -0.136
6. N 0.185
7. C -0.068
8. C 0.058

ORCA calculation (ωB97M-V with the def2-TZVPD basis set) on a cluster of 2 separate species, C2H9NS2 in total.

```
14
Properties=species:S:1:pos:R:3:forces:R:3
S 1.7589 0.2976 -0.5909 1.566 -1.269 -3.582
S 0.5956 1.5382 0.6172 -0.575 3.613 1.916
H 2.3767 -0.1593 0.4287 1.012 -0.904 1.260
H 1.6502 2.4742 0.6146 -1.493 -0.856 0.226
C -2.3320 -0.4551 -0.7060 -0.691 -0.310 2.610
C -1.9565 -1.6858 0.1193 -0.355 0.219 -0.460
N -0.4847 -1.5907 0.3730 -2.298 -1.661 0.041
H -3.1827 -0.5701 -1.3032 -1.717 -0.452 -0.664
H -1.5520 -0.4375 -1.3769 2.003 1.190 -1.445
H -2.5002 0.4102 -0.0462 0.630 0.016 -0.567
H -2.0914 -2.5108 -0.5607 -0.001 -0.708 -0.192
H -2.7159 -1.8890 0.9332 1.198 0.446 -0.098
H -0.2180 -0.6651 0.5636 0.212 1.528 0.010
H -0.3145 -2.0466 1.2353 0.508 -0.853 0.946
```
Forces are in eV/Å.

Output
E_LUMO (alpha / beta): 3.8 / 3.8 eV
Multiplicity: 2
Energy relative to the best compared isomer or geometry (same formula, charge and spin): 33.83 kcal per mole
<S²>: 0.7536
Total charge: -1
M: 111.23 u
Kohn-Sham gap (alpha / beta): 3.47 / 8.04 eV

Here are the Löwdin charges for atoms 1 to 8, given in e:
1. S -0.082
2. S -0.180
3. H -0.299
4. H -0.218
5. C -0.121
6. C -0.329
7. N -0.029
8. H 0.038

ORCA calculation (ωB97M-V with the def2-TZVPD basis set) on an isolated molecule of C3H8N2.

```
13
Properties=species:S:1:pos:R:3:forces:R:3
N -2.0518 0.3907 0.0561 1.087 -0.220 0.904
C -0.9186 -0.4803 -0.2791 0.628 0.469 0.617
C 0.3502 -0.1241 0.4729 -0.115 1.022 -1.843
C 1.3425 0.8185 -0.1363 -0.880 0.601 -1.340
N 1.5673 -0.6076 -0.1693 0.153 -0.458 0.308
H -2.8239 0.1905 -0.5427 -0.606 -0.172 -0.197
H -2.3025 0.1810 1.0270 -0.287 0.257 -0.544
H -1.0780 -1.5285 -0.0640 -0.374 -0.543 -0.146
H -0.6434 -0.3704 -1.3124 -0.201 -0.062 -0.608
H 0.2974 -0.1075 1.5222 0.011 -0.142 1.335
H 1.1568 1.1922 -1.1570 -0.220 0.019 0.634
H 1.9112 1.5323 0.4417 0.214 -0.357 0.426
H 2.2299 -0.8559 0.5330 0.591 -0.415 0.452
```
Forces are in eV/Å.

Output
E_LUMO: 1.2 eV
Energy relative to the best compared isomer or geometry (same formula, charge and spin): 53.57 kcal per mole
SMILES: NC[C@@H]1CN1
M: 72.11 u
Kohn-Sham gap: 10.46 eV

Here are the Löwdin charges for atoms 1 to 8, given in e:
1. N 0.001
2. C -0.258
3. C -0.319
4. C -0.156
5. N 0.011
6. H 0.049
7. H 0.070
8. H 0.102

- What is the formula in the first record?
  C19H31BN8O6Ru